Below is C32H22BeBr2N2PSbSe4 as an isolated structure, with properties calculated with ωB97M-V/def2-TZVPD.

Structure (XYZ):
```
65
C32H22BeBr2N2PSbSe4 ωB97M-V/def2-TZVPD
Be -1.6835 -1.8650 0.9028
Br -2.9535 3.7097 3.6751
C -2.4987 2.0355 2.9107
C -3.5895 1.2449 2.5688
C -3.3034 0.1330 1.8265
N -2.0696 -0.2685 1.5150
C -1.0060 0.4335 1.9596
C -1.1680 1.6409 2.7068
C 0.5746 -1.4544 1.0919
C 2.0250 -1.7235 0.7550
C 2.2118 -2.8660 0.1525
Br 4.0265 -3.2527 -0.1899
C 1.0108 -3.6343 -0.2656
C 0.0365 -2.6502 -0.8618
N -0.2154 -1.5618 -0.2510
H -4.6469 1.4956 2.7292
H -4.0654 -0.5830 1.5394
H -0.3268 2.2208 3.0470
H 2.7908 -1.0868 1.1704
H 1.3307 -4.5061 -0.8661
H -0.4814 -2.9835 -1.6838
C 0.5158 5.5187 -2.3561
C -0.1884 5.1795 -1.1993
C -0.5384 3.8371 -0.8597
C -0.1328 2.7981 -1.7691
C 0.3398 3.2275 -3.0233
C 0.7632 4.5308 -3.3059
P -0.5775 1.1004 -1.2485
C 0.1014 -0.0228 -2.5581
C 1.4549 -0.2972 -2.8002
C 1.8528 -1.1086 -3.8201
C 0.8641 -1.6387 -4.7013
C -0.4521 -1.3583 -4.4388
C -0.8672 -0.6285 -3.3353
C 0.6321 0.8948 0.2043
C 1.7459 1.7272 0.2458
C 2.8243 1.6972 1.1707
C 2.5368 1.0325 2.3247
C 1.3300 0.2827 2.5382
C 1.1076 -0.2372 3.7220
C 0.0278 -1.1982 4.0704
C -0.5251 -2.1546 3.3262
C -0.2767 -2.4009 1.9061
C 0.3825 0.0343 1.4059
H 0.7211 6.5638 -2.5979
H -0.3207 6.0154 -0.5969
H -0.9971 3.6693 0.1223
H 0.6446 2.4331 -3.6878
H 1.1467 4.9121 -4.1992
H 2.1964 0.1350 -2.1633
H 2.8779 -1.4249 -3.9853
H 1.1166 -2.2906 -5.5831
H -1.2005 -1.7549 -5.1150
H -1.9025 -0.4394 -3.1026
H 1.9668 2.2358 -0.6339
H 3.7523 2.2314 1.0546
H 3.1822 1.3158 3.1888
H 1.8635 -0.1570 4.4463
H -0.2568 -1.2593 5.1063
H -1.1760 -2.8490 3.9029
Se -3.2436 -5.3659 3.0033
Sb -2.9541 -5.2344 0.6476
Se -3.1169 -6.9230 -0.9109
Se 0.0907 -4.2536 1.3798
Se -3.3098 -2.8532 -0.2071
```

Summary:
Spin multiplicity: 1
Total energy: -454217.7725 eV
Lowest unoccupied orbital energy: -0.0401 Eh
Kohn-Sham gap: 6.69 eV
HOMO energy: -7.78 eV
Net charge: 0